Record 1
The following is a quantum chemistry calculation of C29H29BrN8O7P2Ta as an isolated structure at a distorted geometry, from the OMol25 dataset.

```
77
C29H29BrN8O7P2Ta | the OMol25 dataset | wB97M-V/def2-TZVPD
Ta 0.317 0.045 1.697
Br 6.984 2.528 -0.628
C 5.399 2.027 0.230
C 5.402 1.758 1.599
C 4.236 1.390 2.256
C 3.073 1.271 1.527
O 1.907 0.903 2.140
C 3.036 1.546 0.151
C 1.796 1.636 -0.565
N 0.651 1.172 -0.172
C -0.540 1.694 -0.765
C -0.793 1.931 -2.085
C -1.974 2.618 -2.446
C -2.825 3.102 -1.491
C -2.560 2.879 -0.116
C -3.300 3.444 0.945
C -2.891 3.231 2.236
C -1.814 2.376 2.490
N -1.118 1.783 1.524
C -1.442 2.106 0.226
C 4.219 1.949 -0.485
H 6.324 1.847 2.157
H 4.234 1.201 3.321
H 1.808 2.231 -1.478
H -0.097 1.621 -2.854
H -2.179 2.792 -3.493
H -3.699 3.676 -1.772
H -4.158 4.068 0.730
H -3.396 3.694 3.071
H -1.529 2.162 3.508
H 4.208 2.201 -1.538
N -3.294 -2.096 2.982
C -1.875 -2.634 2.968
C -1.856 -4.037 3.569
P -0.739 -1.450 3.768
O -0.731 -1.841 5.264
O -1.158 -0.033 3.383
O 0.619 -1.518 3.057
P -1.297 -2.688 1.192
O -2.588 -3.131 0.433
O -0.119 -3.546 1.134
O -1.094 -1.153 0.886
H -3.323 -1.091 2.777
H -3.759 -2.260 3.881
H -3.829 -2.582 2.248
H -2.204 -4.032 4.602
H -0.838 -4.424 3.542
H -2.477 -4.711 2.977
H -0.212 -1.344 5.917
H -2.386 -3.894 -0.225
C 0.442 -1.514 -1.754
C 1.341 -1.952 -0.652
N 1.596 -1.313 0.506
C 2.589 -2.055 1.144
C 2.884 -3.135 0.402
N 2.084 -3.076 -0.722
C 1.836 -4.212 -1.630
N 0.766 -5.079 -1.198
N -0.487 -4.616 -1.223
N -1.237 -5.387 -0.525
C -0.487 -6.441 -0.056
C -0.848 -7.560 0.705
C 0.163 -8.423 1.046
C 1.500 -8.197 0.640
C 1.862 -7.110 -0.117
C 0.829 -6.231 -0.453
H -0.372 -0.900 -1.390
H -0.013 -2.364 -2.253
H 1.020 -0.945 -2.488
H 2.991 -1.770 2.100
H 3.574 -3.943 0.573
H 2.747 -4.803 -1.683
H 1.608 -3.826 -2.618
H -1.876 -7.744 0.985
H -0.060 -9.310 1.622
H 2.255 -8.918 0.924
H 2.884 -6.969 -0.445
```

Results
HOMO-LUMO gap: 6.3 eV
HOMO level: -15.45 eV
Total charge: +3

***

Record 2
The following is a quantum chemistry calculation of a 2-piece molecular cluster, H2N2O5S overall at a distorted geometry, from the OMol25 dataset.

```
10
H2N2O5S | the OMol25 dataset | wB97M-V/def2-TZVPD
N -0.507 -2.522 -0.513
N 1.008 0.154 1.100
O -0.243 -1.663 0.325
O 0.217 2.182 0.223
O -1.650 0.647 0.450
O -0.118 0.405 -1.451
O 1.968 -0.150 0.505
S -0.325 0.703 -0.080
H -0.338 -2.275 -1.553
H -0.013 2.518 0.993
```

Results
HOMO-LUMO gap (alpha / beta): 8.5 / 8.2 eV
2S+1: 3
HOMO level (alpha / beta): -9.64 / -10.19 eV

***

Record 3
The following is a quantum chemistry calculation of a 6-piece molecular cluster, C19H45ClN5O5S overall at a distorted geometry, from the OMol25 dataset.

```
76
C19H45ClN5O5S | the OMol25 dataset | wB97M-V/def2-TZVPD
C 2.972 -3.765 -1.054
C 2.802 -2.443 -1.882
C 2.853 -2.831 -3.383
C 3.853 -1.395 -1.403
S 5.171 -0.919 -2.566
Cl 6.725 -2.229 -2.163
H 2.584 -3.675 -0.035
H 4.049 -4.007 -1.086
H 2.477 -4.567 -1.619
H 1.804 -2.007 -1.696
H 3.843 -3.282 -3.599
H 2.128 -3.639 -3.538
H 2.614 -2.000 -4.063
H 4.368 -1.815 -0.519
H 3.386 -0.464 -1.038
H 4.843 -1.204 -3.868
C 7.798 0.760 -0.604
C 7.735 1.604 0.643
O 6.728 1.649 1.333
N 8.836 2.319 0.980
C 10.112 2.391 0.290
H 6.852 0.246 -0.731
H 7.980 1.384 -1.481
H 8.583 0.009 -0.510
H 8.720 2.858 1.824
H 10.900 2.058 0.967
H 10.305 3.428 0.010
H 10.124 1.773 -0.602
C 0.584 -0.247 1.179
C -0.014 -1.620 1.010
O -0.323 -2.068 -0.094
N -0.210 -2.363 2.118
C 0.079 -2.012 3.501
H 0.673 0.224 0.202
H -0.061 0.372 1.805
H 1.578 -0.317 1.625
H -0.613 -3.267 1.929
H 0.784 -2.740 3.909
H -0.848 -2.060 4.065
H 0.499 -1.016 3.588
C -2.867 -0.495 -0.105
C -4.001 0.032 0.737
O -4.036 -0.135 1.952
N -4.996 0.709 0.111
C -5.136 1.009 -1.307
H -2.162 -1.009 0.532
H -3.241 -1.204 -0.845
H -2.352 0.329 -0.602
H -5.716 1.030 0.737
H -5.183 2.087 -1.435
H -6.066 0.573 -1.668
H -4.307 0.617 -1.887
C -4.906 1.918 -5.644
C -6.039 2.449 -4.805
O -6.080 2.288 -3.593
N -7.032 3.122 -5.439
C -7.162 3.412 -6.855
H -4.196 1.407 -4.999
H -5.280 1.206 -6.381
H -4.390 2.737 -6.148
H -7.755 3.448 -4.817
H -7.207 4.494 -6.993
H -8.090 2.973 -7.224
H -6.328 3.015 -7.425
C -2.456 -0.799 7.723
C -2.366 -0.426 6.266
O -1.483 -0.860 5.535
N -3.304 0.414 5.768
C -4.419 1.029 6.462
H -1.640 -1.474 7.967
H -2.369 0.091 8.348
H -3.400 -1.306 7.927
H -3.185 0.615 4.786
H -5.348 0.724 5.978
H -4.327 2.114 6.390
H -4.450 0.742 7.508
```

Results
HOMO-LUMO gap: 4.8 eV
HOMO level: -10.33 eV
Total charge: +1

***

Record 4
The following is a quantum chemistry calculation of C8H11N in the gas phase at a distorted geometry, from the OMol25 dataset.

```
20
C8H11N | the OMol25 dataset | wB97M-V/def2-TZVPD
C -3.416 -0.029 0.109
C -2.191 -0.016 0.664
C -1.015 0.068 -0.235
C -0.256 -1.251 -0.355
C 1.039 -1.238 -0.122
C 1.967 -0.039 -0.346
N 2.989 -0.071 0.737
C 1.163 1.289 -0.208
C -0.129 1.339 -0.065
H -4.282 -0.247 0.650
H -3.370 0.274 -0.938
H -2.024 -0.022 1.786
H -1.536 0.332 -1.210
H -0.877 -2.078 -0.569
H 1.394 -2.218 0.316
H 2.377 -0.114 -1.427
H 3.292 -1.078 0.762
H 3.758 0.623 0.586
H 1.668 2.241 -0.467
H -0.552 2.237 0.332
```

Results
HOMO-LUMO gap: 9.9 eV
SMILES string: C=C[C@H]1C=C[C@@H](N)C=C1
HOMO level: -8.85 eV

***

Record 5
The following is a quantum chemistry calculation of C33H26Co2NO7 as an isolated structure at a distorted geometry, from the OMol25 dataset.

```
69
C33H26Co2NO7 | the OMol25 dataset | wB97M-V/def2-TZVPD
C -4.540 1.712 0.905
C -3.815 0.819 0.102
C -2.426 0.800 0.164
C -1.726 1.600 1.106
C -0.314 1.416 1.383
C 0.378 0.234 1.127
N 1.747 0.217 0.971
C 2.425 1.517 0.998
C 3.917 1.395 0.712
O 4.518 0.317 1.437
C 3.957 -0.939 1.049
C 2.461 -1.015 1.329
C -0.344 -1.066 1.094
C -1.244 -1.379 2.126
C -1.954 -2.578 2.106
C -1.768 -3.480 1.049
C -0.880 -3.176 0.012
C -0.160 -1.979 0.037
C -2.463 2.615 1.768
C -3.854 2.622 1.723
H -5.630 1.728 0.860
H -4.335 0.151 -0.588
H -1.854 0.128 -0.480
H 0.235 2.286 1.748
H 1.967 2.156 0.234
H 2.305 2.008 1.981
H 4.072 1.287 -0.379
H 4.441 2.283 1.090
H 4.131 -1.147 -0.027
H 4.482 -1.680 1.667
H 2.321 -1.267 2.403
H 2.064 -1.854 0.747
H -1.397 -0.653 2.929
H -2.656 -2.795 2.914
H -2.322 -4.420 1.033
H -0.739 -3.863 -0.825
H 0.522 -1.726 -0.782
H -1.921 3.368 2.345
H -4.403 3.362 2.309
O 0.303 -1.978 7.657
C -0.513 -1.160 7.605
Co -1.665 0.126 7.504
C -2.841 -0.782 6.557
O -3.556 -1.440 5.928
C -2.192 0.164 9.173
O -2.489 0.097 10.290
C -0.288 1.559 6.971
C 0.936 1.662 7.765
C 0.876 1.677 9.174
C 2.042 1.569 9.934
C 3.287 1.517 9.301
C 3.365 1.632 7.908
C 2.202 1.744 7.141
C -0.563 1.861 5.630
C -0.223 1.689 4.345
Co -1.796 2.497 6.745
C -2.240 2.894 8.442
O -2.587 3.287 9.472
C -3.392 1.863 6.193
O -4.465 1.716 5.784
C -1.903 4.145 6.130
O -2.027 5.238 5.772
H -0.097 1.762 9.667
H 1.967 1.522 11.021
H 4.197 1.399 9.893
H 4.333 1.634 7.407
H 2.249 1.872 6.058
H -0.798 2.230 3.603
H 0.591 1.026 4.042
```

Results
HOMO-LUMO gap: 6.7 eV
HOMO level: -4.32 eV
Total charge: -1

***

Record 6
The following is a quantum chemistry calculation of a 2-piece molecular cluster, C4H11NO overall at a distorted geometry, from the OMol25 dataset.

```
17
C4H11NO | the OMol25 dataset | wB97M-V/def2-TZVPD
C -2.161 1.297 1.454
C -1.729 0.946 0.243
C -0.950 1.932 -0.653
H -3.142 1.122 1.854
H -1.510 1.988 2.015
H -1.873 -0.076 -0.078
H -0.561 2.888 -0.213
H -0.274 1.479 -1.358
H -1.827 2.295 -1.209
N 2.508 -1.929 0.512
C 1.460 -1.257 -0.157
O 0.768 -2.208 -1.105
H 3.212 -2.225 -0.152
H 2.338 -2.736 1.093
H 0.610 -1.041 0.470
H 1.943 -0.503 -0.773
H 1.188 -1.974 -1.942
```

Results
HOMO-LUMO gap: 9.7 eV
SMILES string: C=CC.NCO
HOMO level: -8.78 eV

***

Record 7
The following is a quantum chemistry calculation of C5H10O in the gas phase, from the OMol25 dataset.

```
16
C5H10O | the OMol25 dataset | wB97M-V/def2-TZVPD
C -0.851 1.652 0.877
C 0.110 0.866 -0.024
C -0.179 -0.616 -0.430
C 1.018 -1.025 -1.317
C -0.324 -1.386 0.869
O 0.258 -1.065 1.879
H -1.028 1.154 1.836
H -0.399 2.623 1.121
H -1.814 1.853 0.399
H 0.292 1.427 -0.946
H 1.068 0.828 0.511
H -1.087 -0.829 -1.023
H 1.949 -0.927 -0.752
H 0.983 -2.025 -1.762
H 1.060 -0.310 -2.147
H -1.055 -2.221 0.910
```

Results
HOMO-LUMO gap: 10.7 eV
SMILES string: CC[C@@H](C)C=O
HOMO level: -9.75 eV

***

Record 8
The following is a quantum chemistry calculation of C2H3Cl2NSi in the gas phase at a distorted geometry, from the OMol25 dataset.

```
9
C2H3Cl2NSi | the OMol25 dataset | wB97M-V/def2-TZVPD
C 1.290 0.421 -0.160
Si -0.622 0.267 0.169
Cl -1.574 1.308 1.590
Cl -1.450 0.712 -1.637
C -1.088 -1.628 0.386
N -1.499 -2.711 0.454
H 1.432 0.308 -1.151
H 1.410 1.424 -0.017
H 2.102 -0.100 0.364
```

Results
HOMO-LUMO gap: 12.2 eV
SMILES string: C[Si](Cl)(Cl)C#N
HOMO level: -11.82 eV

***

Record 9
The following is a quantum chemistry calculation of C13H17HgIN2 as an isolated structure at a distorted geometry, from the OMol25 dataset.

```
34
C13H17HgIN2 | the OMol25 dataset | wB97M-V/def2-TZVPD
C 1.539 3.461 -1.633
C 1.713 3.694 -0.078
H 2.572 3.190 -1.573
H 1.244 4.454 -2.272
H 1.295 2.528 -2.365
H 1.634 3.091 0.960
H 2.845 3.881 0.022
H 1.124 4.666 0.107
Hg 0.330 1.195 -0.223
C -1.731 1.885 -0.506
H -2.168 2.062 0.510
H -2.205 0.970 -0.950
H -1.911 2.762 -1.176
I 3.054 0.482 0.385
C 0.053 -2.548 -3.016
C -0.360 -3.613 -2.207
C -0.584 -3.326 -0.851
C -0.411 -2.013 -0.342
N -0.040 -1.021 -1.185
C 0.222 -1.273 -2.485
C -0.586 -1.645 1.157
C -1.015 -2.531 2.173
C -1.095 -2.120 3.508
C -0.773 -0.789 3.790
C -0.387 0.081 2.771
N -0.313 -0.374 1.506
H 0.290 -2.636 -4.078
H -0.438 -4.607 -2.685
H -0.903 -4.071 -0.141
H 0.577 -0.407 -3.074
H -1.269 -3.515 1.864
H -1.402 -2.732 4.368
H -0.789 -0.329 4.779
H -0.110 1.147 2.945
```

Results
HOMO-LUMO gap: 7.6 eV
HOMO level: -7.95 eV

***

Record 10
The following is a quantum chemistry calculation of C39H97N6NiO13 as an isolated structure at a distorted geometry, from the OMol25 dataset.

```
156
C39H97N6NiO13 | the OMol25 dataset | wB97M-V/def2-TZVPD
Ni -2.095 -0.250 0.581
C 1.713 2.029 -0.162
C 1.019 0.728 -0.321
C 1.954 -0.371 0.236
O -0.275 0.737 0.113
H 2.709 2.122 -0.596
H 1.827 2.346 0.875
H 1.341 2.922 -0.665
H 1.011 0.509 -1.389
H 1.559 -1.359 0.003
H 2.064 -0.179 1.303
H 2.993 -0.338 -0.095
C 2.454 -2.015 8.299
O 3.434 -1.122 7.630
C 2.802 -0.174 6.688
C 3.945 0.953 6.295
N 3.297 2.082 5.608
C 2.975 1.737 4.214
C 4.334 1.616 3.345
O 5.040 2.860 3.189
C 6.027 2.853 2.163
H 2.936 -2.719 8.977
H 2.109 -2.721 7.544
H 1.557 -1.610 8.767
H 1.804 0.202 6.912
H 2.678 -0.907 5.891
H 4.755 0.411 5.809
H 4.228 1.494 7.198
H 3.836 2.935 5.638
H 2.404 2.536 3.741
H 2.392 0.818 4.155
H 4.107 1.144 2.389
H 4.922 0.820 3.802
H 6.553 3.800 2.283
H 5.580 2.664 1.187
H 6.921 2.236 2.249
C -6.838 4.057 1.578
O -6.042 2.892 1.837
C -4.808 3.124 2.508
C -3.966 1.808 2.459
N -3.304 1.628 1.202
C -2.635 2.825 0.627
C -1.593 3.428 1.556
O -1.325 4.787 1.097
C -0.230 5.334 1.878
H -7.212 4.414 2.538
H -7.654 3.639 0.990
H -6.369 4.865 1.016
H -4.983 3.295 3.571
H -4.221 3.939 2.084
H -4.665 0.973 2.502
H -3.313 1.763 3.331
H -4.016 1.265 0.584
H -3.343 3.585 0.297
H -2.249 2.553 -0.355
H -0.806 2.706 1.776
H -2.120 3.664 2.480
H 0.272 5.876 1.076
H 0.426 4.579 2.312
H -0.573 6.090 2.585
C -8.612 4.074 -2.572
O -7.312 4.152 -1.904
C -6.640 5.383 -1.936
C -5.102 5.243 -1.732
N -4.522 4.865 -2.996
C -3.113 4.700 -2.817
C -2.409 3.995 -3.889
O -1.026 3.953 -3.873
C -0.481 3.384 -2.748
H -9.115 3.112 -2.662
H -8.535 4.514 -3.567
H -9.311 4.558 -1.891
H -7.070 6.087 -1.223
H -6.729 5.771 -2.951
H -4.953 4.507 -0.943
H -4.732 6.178 -1.311
H -4.478 5.703 -3.558
H -2.770 4.236 -1.892
H -2.752 5.724 -2.719
H -2.640 4.446 -4.855
H -2.796 2.998 -4.100
H -0.428 4.045 -1.883
H 0.523 3.020 -2.968
H -0.949 2.464 -2.400
C -0.720 -0.192 3.711
O -1.412 -0.935 2.741
C -1.080 -2.422 2.701
C -0.690 -2.746 1.303
N -1.544 -2.350 0.174
C -1.035 -2.473 -1.218
C -0.599 -3.853 -1.504
O -1.544 -4.797 -1.035
C -1.372 -6.210 -1.120
H 0.312 -0.123 3.366
H -0.754 -0.596 4.722
H -1.211 0.781 3.723
H -1.868 -3.083 3.061
H -0.346 -2.670 3.468
H -0.439 -3.779 1.063
H 0.261 -2.223 1.204
H -2.074 -3.209 0.144
H -0.306 -1.687 -1.413
H -1.626 -2.258 -2.109
H 0.359 -4.133 -1.068
H -0.502 -3.908 -2.589
H -1.193 -6.504 -2.154
H -1.984 -6.947 -0.599
H -0.369 -6.454 -0.773
C -3.246 -1.045 -8.965
O -2.987 -0.309 -7.781
C -1.537 -0.156 -7.673
C -1.014 0.862 -6.657
N -1.284 0.488 -5.269
C -0.619 -0.759 -4.865
C 0.875 -0.553 -4.833
O 1.534 -1.722 -4.205
C 2.844 -1.408 -3.846
H -2.624 -1.924 -9.135
H -3.358 -0.471 -9.885
H -4.251 -1.430 -8.794
H -1.268 0.385 -8.581
H -1.152 -1.175 -7.706
H -1.426 1.818 -6.979
H 0.029 0.998 -6.943
H -0.853 1.206 -4.706
H -0.861 -1.695 -5.367
H -1.012 -0.950 -3.866
H 1.021 0.272 -4.136
H 1.358 -0.370 -5.793
H 2.968 -0.509 -3.243
H 3.595 -1.410 -4.636
H 3.287 -2.246 -3.307
C 5.924 -9.583 0.359
O 5.469 -8.273 -0.011
C 5.638 -7.437 1.126
C 4.894 -6.138 0.911
N 3.472 -6.067 1.250
C 2.754 -4.770 1.288
C 3.456 -3.518 1.976
O 4.736 -3.255 1.404
C 5.272 -1.931 1.845
H 5.507 -10.120 1.211
H 7.012 -9.593 0.439
H 5.762 -10.160 -0.551
H 6.707 -7.227 1.128
H 5.311 -7.880 2.067
H 5.055 -5.725 -0.085
H 5.492 -5.566 1.620
H 2.989 -6.608 0.548
H 1.714 -4.688 1.604
H 2.695 -4.647 0.207
H 3.619 -3.537 3.053
H 2.850 -2.635 1.776
H 4.893 -1.074 1.287
H 6.325 -1.876 2.118
H 4.784 -1.810 2.812
```

Results
HOMO-LUMO gap (alpha / beta): 7.2 / 6.0 eV
2S+1: 3
HOMO level (alpha / beta): -10.29 / -10.29 eV
Total charge: +1

***

Record 11
The following is a quantum chemistry calculation of C5H8O in the gas phase at a distorted geometry, from the OMol25 dataset.

```
14
C5H8O | the OMol25 dataset | wB97M-V/def2-TZVPD
C -2.904 0.100 -0.109
C -1.678 -0.456 -0.065
C -0.391 0.225 -0.063
C 0.760 -0.361 0.289
C 2.033 0.398 0.270
O 3.191 -0.267 -0.287
H -3.092 1.210 -0.207
H -3.824 -0.360 0.154
H -1.595 -1.578 -0.002
H -0.383 1.211 -0.475
H 0.763 -1.363 0.650
H 2.319 0.618 1.277
H 1.970 1.332 -0.333
H 2.830 -0.709 -1.099
```

Results
HOMO-LUMO gap: 9.7 eV
SMILES string: C=C/C=C/CO
HOMO level: -8.96 eV

***

Result set for calculated total energy: -146955.324; -24077.793; -61472.277; -9961.158; -125717.760; -7861.464; -7394.161; -36537.743; -29009.461; -118595.068; -7360.335 eV, one per record in the order listed.
Result set for energy relative to the best compared isomer or geometry (same formula, charge and spin): 35.7; 46.5; 78.0; 189.7; 0.0; 298.1; 58.3; 14.6; 326.5; 502.1; 185.3 kJ/mol, one per record in the order listed.